{"formula": "C2H7ClN2O", "method": "wB97M-V/def2-TZVPD", "max_force_ev_per_a": 12.1, "lumo_ev": [0.515, -2.603], "homo_ev": [-6.098, -9.702], "spin_multiplicity": 3, "species": ["C", "C", "N", "N", "O", "Cl", "H", "H", "H", "H", "H", "H", "H"], "xyz": [[2.0496, -0.1522, -0.2014], [-0.5131, 1.2779, 0.4721], [0.2222, -1.4038, -0.1490], [0.8163, -0.1706, -0.0112], [-1.1897, 1.5200, -0.5538], [-3.5221, -0.3204, 0.1495], [2.6111, -1.0329, -0.5486], [2.6351, 0.7826, -0.2405], [0.3642, 2.0237, 0.5440], [-0.8142, 0.4999, 1.2366], [-0.8004, -1.5397, -0.1678], [0.8374, -2.2283, -0.3958], [-2.6964, 0.7440, -0.1342]], "mulliken_spin": [0.86, -0.01, 0.57, 0.56, -0.01, 0.00, 0.04, 0.02, 0.00, 0.00, -0.02, -0.02, 0.00]}

{"formula": "C5H8N2O2", "method": "wB97M-V/def2-TZVPD", "max_force_ev_per_a": 3.0, "e_above_lowest_ev": 5.981, "lumo_ev": [-0.528, -0.528], "homo_ev": [-7.853, -7.854], "spin_multiplicity": 1, "species": ["C", "C", "N", "O", "O", "H", "H", "H", "H", "H", "C", "C", "C", "N", "H", "H", "H"], "xyz": [[1.6383, 1.1668, 1.3235], [0.6508, -0.3879, -0.9637], [0.9610, -1.6863, -0.9487], [0.7830, 0.1264, 0.8409], [0.7481, 0.4663, -1.7706], [1.4086, -2.0779, -1.7645], [0.9504, -2.1768, -0.0712], [1.5194, 2.0834, 0.7444], [2.6617, 0.7947, 1.3362], [1.4026, 1.4169, 2.3590], [-1.5590, -0.4069, -0.1056], [-2.1906, 0.1820, -1.1381], [-0.8866, 0.2907, 1.0684], [-1.2751, 0.7624, 2.0930], [-1.9013, -1.4058, 0.1631], [-3.0695, -0.2570, -1.5929], [-1.8418, 1.1089, -1.5733]], "mulliken_charge": [-0.78, 0.64, -0.32, -0.35, -0.43, 0.26, 0.26, 0.31, 0.29, 0.32, -0.33, -0.60, 0.65, -0.74, 0.28, 0.27, 0.26]}

{"formula": "C42H59CoN2O4P3Si", "method": "wB97M-V/def2-TZVPD", "max_force_ev_per_a": 3.6, "e_above_lowest_ev": 0.000, "lumo_ev": [-2.250, -4.274], "total_charge": 1, "homo_ev": [-9.716, -11.110], "spin_multiplicity": 5, "species": ["Co", "C", "C", "C", "P", "C", "C", "C", "C", "C", "C", "C", "C", "C", "Si", "C", "C", "C", "C", "C", "C", "P", "C", "C", "C", "C", "C", "C", "C", "C", "C", "C", "C", "C", "P", "C", "C", "C", "C", "C", "C", "H", "H", "H", "H", "H", "H", "H", "H", "H", "H", "H", "H", "H", "H", "H", "H", "H", "H", "H", "H", "H", "H", "H", "H", "H", "H", "H", "H", "H", "H", "H", "H", "H", "H", "H", "H", "H", "H", "H", "H", "H", "H", "H", "H", "H", "H", "H", "H", "H", "H", "H", "H", "H", "H", "C", "C", "N", "C", "C", "N", "C", "O", "O", "C", "O", "O", "H", "H", "H", "H", "H"], "xyz": [[-1.0942, -1.3361, -0.5648], [0.4794, 5.5642, 1.8229], [-0.0900, 4.1753, 1.5113], [0.1694, 3.1643, 2.6116], [0.3568, 3.2898, -0.0906], [0.0985, 4.5964, -1.3723], [-1.4125, 4.9443, -1.3208], [0.6835, 4.1075, -2.7195], [2.1597, 3.0418, 0.2484], [2.9736, 4.1945, 0.4287], [4.2337, 4.0283, 0.9542], [4.5978, 2.7741, 1.4992], [3.8461, 1.6448, 1.2767], [2.5858, 1.7569, 0.5805], [1.5305, 0.1557, 0.3584], [2.6224, -1.2566, -0.4443], [3.8153, -0.7028, -0.9764], [4.6859, -1.4910, -1.6818], [4.4400, -2.8199, -1.9249], [3.2658, -3.3853, -1.4344], [2.3056, -2.5839, -0.8180], [0.5572, -3.1424, -0.5684], [0.6264, -4.3055, 0.8107], [-0.7273, -4.7809, 1.3079], [1.3948, -3.7848, 2.0433], [0.2082, -4.1593, -2.0905], [0.6110, -3.5949, -3.4496], [0.6709, -5.6850, -1.9500], [1.0123, -0.2858, 2.1267], [2.1086, -0.3865, 3.0056], [1.9106, -0.5669, 4.3306], [0.5990, -0.6015, 4.8030], [-0.4855, -0.5365, 3.9755], [-0.3227, -0.4580, 2.6196], [-1.8049, -0.4876, 1.5317], [-2.9742, -1.6083, 2.3808], [-4.0356, -0.9398, 3.2779], [-3.6942, -2.6970, 1.4586], [-2.4815, 1.2228, 1.2014], [-3.0612, 2.0261, 2.3955], [-3.5710, 1.0656, 0.0887], [0.0705, 5.9051, 2.8266], [0.2151, 6.2550, 1.0922], [1.5866, 5.5662, 1.9149], [-1.2665, 4.3946, 1.5339], [-0.3239, 2.2232, 2.3995], [-0.2505, 3.5877, 3.5733], [1.2440, 3.0043, 2.6690], [0.6178, 5.5137, -1.0788], [-1.6497, 5.6846, -0.5775], [-2.1845, 4.1926, -1.3571], [-1.5555, 5.6432, -2.1328], [0.4432, 3.0596, -3.0655], [1.8451, 4.1110, -2.7143], [0.3358, 4.8313, -3.4259], [2.6401, 5.1473, 0.0823], [4.9118, 4.8094, 1.1465], [5.5190, 2.7303, 2.0460], [4.2845, 0.6897, 1.5076], [4.0644, 0.3288, -0.7856], [5.6307, -1.0232, -1.9474], [5.0938, -3.4595, -2.4641], [3.1703, -4.4620, -1.5473], [1.1822, -5.2116, 0.4887], [-1.2917, -4.0036, 1.8071], [-0.4332, -5.5360, 2.0971], [-1.3002, -5.3021, 0.5526], [0.8436, -2.9544, 2.5048], [2.3790, -3.2949, 1.7357], [1.5351, -4.5940, 2.7460], [-0.9182, -4.1635, -2.0135], [1.6573, -3.7492, -3.6859], [0.5534, -2.3927, -3.5455], [-0.0418, -4.0821, -4.2239], [1.7683, -5.7790, -1.9620], [0.3358, -6.3131, -2.7910], [0.3122, -6.0838, -1.0389], [3.0844, -0.3107, 2.5713], [2.7364, -0.5857, 4.9971], [0.4719, -0.7531, 5.8841], [-1.5132, -0.5425, 4.3935], [-2.3277, -2.1669, 3.0124], [-4.7079, -0.3816, 2.5667], [-3.6411, -0.2736, 4.0006], [-4.6058, -1.6862, 3.8206], [-4.7103, -2.3110, 1.1161], [-3.8252, -3.4651, 2.1855], [-3.1581, -3.0050, 0.5418], [-1.5541, 1.7363, 0.8133], [-3.9775, 1.6292, 2.7493], [-3.2776, 3.0402, 2.0644], [-2.3800, 2.1002, 3.2326], [-4.2147, 0.1374, 0.2312], [-3.1449, 1.0260, -0.9294], [-4.2829, 1.9781, 0.1356], [1.2250, 0.6715, -3.0769], [-0.1704, 0.2492, -3.2269], [-0.9338, -0.4600, -2.4120], [-2.1268, -0.6289, -3.0544], [-2.1523, 0.1041, -4.2550], [-0.8226, 0.5594, -4.3342], [-2.9987, 0.2587, -5.4159], [-4.1594, -0.4300, -5.3354], [-2.6177, 0.8209, -6.4210], [-3.1580, -1.5719, -2.4771], [-4.1648, -1.8534, -3.0454], [-2.7419, -2.0572, -1.3531], [1.3186, 1.2780, -2.2411], [1.5140, 1.1912, -3.9891], [1.8783, -0.1900, -2.9645], [-0.5103, 1.2709, -4.9308], [-4.1686, -0.8078, -4.4633]], "mulliken_spin": [2.85, 0.01, 0.01, -0.01, 0.09, 0.03, 0.00, 0.01, -0.02, -0.01, 0.00, 0.00, 0.05, 0.04, -0.06, 0.22, 0.06, -0.01, 0.04, -0.04, -0.02, 0.06, 0.00, 0.01, 0.01, 0.02, 0.01, 0.00, 0.17, 0.07, 0.02, 0.00, -0.01, -0.08, 0.24, 0.00, 0.01, 0.01, -0.05, 0.00, 0.02, 0.00, 0.00, 0.00, 0.00, 0.01, 0.00, 0.00, 0.00, 0.00, 0.00, 0.00, 0.00, 0.00, 0.00, 0.00, 0.00, 0.00, 0.00, 0.02, 0.00, 0.00, 0.00, 0.00, -0.01, 0.00, 0.00, 0.00, 0.00, 0.00, 0.00, 0.00, 0.00, 0.00, 0.00, 0.00, 0.00, 0.01, 0.00, 0.00, 0.00, 0.01, 0.00, 0.00, 0.00, 0.00, 0.00, -0.01, -0.01, 0.00, 0.00, 0.00, 0.00, -0.01, 0.00, 0.15, -0.06, 0.05, 0.06, 0.00, 0.00, 0.00, 0.00, 0.00, -0.04, 0.01, 0.07, -0.01, 0.00, 0.01, 0.00, 0.00]}

{"formula": "C8H22Hg2O8", "method": "wB97M-V/def2-TZVPD", "max_force_ev_per_a": 2.5, "lumo_ev": -10.162, "total_charge": 2, "homo_ev": -14.529, "spin_multiplicity": 1, "species": ["Hg", "Hg", "C", "C", "O", "O", "H", "H", "H", "C", "C", "O", "O", "H", "H", "H", "C", "O", "H", "H", "H", "H", "C", "O", "H", "H", "H", "H", "C", "O", "H", "H", "H", "H", "C", "O", "H", "H", "H", "H"], "xyz": [[-0.1843, -2.5729, 0.1692], [2.3409, -0.4625, 2.6748], [0.8666, 1.5231, -0.9676], [0.4031, 0.3376, -0.1545], [0.8323, 0.1867, 1.0151], [-0.4413, -0.4857, -0.6500], [0.1710, 1.7143, -1.7870], [1.8369, 1.3658, -1.4391], [0.8857, 2.4750, -0.4405], [-0.8335, -2.6605, 4.5006], [0.2045, -1.9941, 3.6668], [1.0915, -1.2814, 4.2412], [0.2489, -2.1418, 2.4159], [-0.8020, -2.3648, 5.5490], [-0.6572, -3.7346, 4.5680], [-1.8275, -2.4040, 4.1414], [1.3968, -0.4592, -4.1719], [2.5399, -0.0171, -4.8895], [1.7078, -0.6704, -3.1399], [0.6473, 0.3400, -4.1895], [0.9164, -1.3106, -4.6455], [2.7465, 0.8726, -4.5936], [-3.2562, -1.3743, 0.5453], [-2.4919, -2.5521, 0.9493], [-3.3455, -1.4045, -0.5394], [-4.2379, -1.3661, 1.0085], [-2.6787, -0.4978, 0.8211], [-3.1042, -3.2668, 1.1593], [4.1640, 1.9418, 1.3700], [4.0330, 0.4865, 1.5266], [4.4696, 2.3666, 2.3169], [4.8947, 2.0963, 0.5775], [3.2483, 2.3464, 0.9424], [4.4946, 0.0631, 0.7948], [-3.3111, 2.1410, -2.2926], [-3.6699, 3.2854, -1.5386], [-2.3561, 2.1994, -2.8311], [-3.1254, 1.3829, -1.5282], [-4.0879, 1.8682, -3.0073], [-3.7301, 4.0286, -2.1478]], "mulliken_charge": [1.66, 1.26, -0.99, 0.79, -0.59, -0.82, 0.18, 0.28, 0.39, -1.03, 0.91, -0.61, -0.67, 0.34, 0.33, 0.26, -0.33, -0.52, 0.06, 0.17, 0.34, 0.30, -0.60, -0.47, 0.29, 0.45, 0.19, 0.28, -0.52, -0.47, 0.30, 0.33, 0.22, 0.31, -0.22, -0.51, 0.17, -0.07, 0.33, 0.31]}

{"formula": "C3H10N4", "method": "wB97M-V/def2-TZVPD", "max_force_ev_per_a": 6.6, "e_above_lowest_ev": 1.124, "lumo_ev": -5.772, "total_charge": 2, "homo_ev": -16.310, "spin_multiplicity": 1, "species": ["C", "C", "C", "N", "N", "N", "N", "H", "H", "H", "H", "H", "H", "H", "H", "H", "H"], "xyz": [[-2.9536, 1.5672, 2.3165], [-1.5483, 3.4041, 3.2602], [-3.0502, 2.0656, 4.7169], [-3.3715, 0.9852, 1.3822], [-2.5622, 2.1981, 3.3598], [-1.1763, 3.6953, 2.0958], [5.9295, -5.6877, -7.8580], [-3.6616, 0.5090, 0.6072], [-1.4648, 3.7225, 4.2534], [-0.5998, 4.5082, 2.0642], [-2.1454, 2.0099, 5.3091], [-3.6381, 2.9550, 4.8783], [-3.6781, 1.1167, 4.9450], [6.7647, -6.2299, -7.7149], [6.0732, -4.8203, -7.4400], [5.2080, -6.4002, -7.3843], [5.8747, -5.5986, -8.7911]], "mulliken_charge": [0.52, -0.01, -0.87, -0.07, -0.14, -0.46, -0.50, 0.27, 0.40, 0.28, 0.33, 0.38, 0.35, 0.38, 0.35, 0.44, 0.33]}

{"formula": "C3H7NO2", "method": "wB97M-V/def2-TZVPD", "max_force_ev_per_a": 2.3, "e_above_lowest_ev": 2.145, "lumo_ev": 0.906, "homo_ev": -9.051, "spin_multiplicity": 1, "species": ["C", "C", "O", "H", "H", "H", "H", "C", "N", "O", "H", "H", "H"], "xyz": [[2.4964, 0.3303, -0.3999], [1.4909, 1.1082, -0.8033], [1.2201, 2.2635, -0.0817], [3.1375, 0.5794, 0.4343], [2.7336, -0.5717, -0.9465], [0.6397, 0.6624, -1.3143], [0.9358, 2.9027, -0.7266], [-1.5569, -1.6812, 0.4044], [-2.2285, -1.0026, 1.3492], [-1.2777, -1.1674, -0.6597], [-1.2918, -2.7321, 0.5265], [-2.2994, -0.0093, 1.1566], [-2.5083, -1.1990, 2.2929]], "mulliken_charge": [-0.67, 0.03, -0.47, 0.24, 0.25, 0.28, 0.34, 0.08, -0.35, -0.54, 0.37, 0.24, 0.20]}

What is the formula in the fourth record?
C8H22Hg2O8

What is the formula in the third record?
C42H59CoN2O4P3Si